Entry 1:
The following is a DFT calculation (wB97M-V/def2-TZVPD) of a structure of composition C49H48N6O2P2ReS2.

The geometry in ORCA input format:
```
! RIJCOSX wB97M-V def2-TZVPD def2/J DEFGRID3
* xyz 2 4
H -0.234 4.397 -4.534
H -1.858 -3.532 -1.382
C 1.157 0.348 -3.883
C 3.673 -1.083 -3.035
C 2.289 -1.346 4.621
H -3.748 -1.051 -5.274
C 0.456 1.844 2.943
C -1.236 -3.729 -2.241
H 1.324 -6.261 2.118
H 2.271 -0.743 6.676
H 1.996 -1.865 2.556
C 4.739 -1.897 -2.390
C -3.040 -2.380 3.380
H -0.192 5.727 -2.274
C 2.794 -0.030 -1.371
H -0.156 -0.349 6.718
C -1.656 -5.478 0.754
C 3.810 0.392 -2.505
C -1.208 4.309 -4.044
C -4.399 -2.334 3.643
C -2.516 -1.663 2.307
H -0.672 -6.076 -4.597
H 4.805 0.627 -2.133
C -5.243 -1.574 2.846
C 3.338 1.384 -3.478
H -4.523 1.995 -3.081
H 4.928 -1.295 0.963
H -0.456 2.966 4.364
H 3.359 -1.474 4.583
H -3.927 3.028 -1.782
C 2.168 1.233 -4.196
C 1.678 -0.923 5.792
H 1.254 2.732 4.596
O -3.325 1.198 -0.070
C -1.940 -0.680 -2.385
C -2.229 -0.378 -3.823
C 3.399 -0.292 -0.056
C -0.582 -6.253 1.156
H 4.013 2.186 -3.728
C -4.739 -0.884 1.754
C -0.315 -2.768 -2.642
H -4.798 -2.884 4.482
H -1.532 -0.791 4.732
H -2.080 -5.657 -2.613
H -0.592 -7.318 0.985
H -5.503 -1.540 -3.640
H -5.380 -0.275 1.136
H 0.392 0.111 -4.601
C -0.466 -0.964 4.699
C 0.142 -1.431 3.538
C -4.538 -1.184 -3.317
C 0.492 -5.657 1.794
H 2.046 1.835 -5.088
N -0.785 2.068 -1.184
H -5.140 -1.004 -1.237
H -1.121 1.447 -4.330
N 0.414 2.561 4.070
C -4.318 -0.974 -1.929
H 1.150 -2.253 -4.145
H 0.939 4.385 -2.022
N -1.008 3.863 -2.679
C 1.153 -0.304 -2.560
H -2.506 -5.932 0.269
C 0.310 -0.715 5.818
C -3.386 -0.960 1.475
C -3.722 2.676 -2.793
C 4.480 -1.125 -0.006
N 1.646 0.670 1.357
C 2.382 -1.218 -2.233
H 5.320 -2.535 -3.039
H 2.144 -2.187 -1.793
H 5.879 -2.512 -0.775
P -0.719 -1.717 1.969
H 0.891 -4.340 -5.379
N 1.573 1.364 2.512
C 0.308 -4.177 -4.485
H -1.684 5.291 -4.050
C -1.316 2.656 -2.181
C -0.100 4.705 -1.914
P -0.318 -1.154 -1.758
H -6.296 -1.518 3.073
H -2.833 1.478 -4.822
C -3.023 -0.790 -1.506
C 1.528 -1.585 3.493
N -2.455 1.922 -2.780
Re -0.354 0.077 0.438
C -1.362 -4.918 -2.933
H 0.002 2.563 -0.779
H -2.382 -2.968 4.005
C -2.138 1.185 -4.034
H 3.633 -1.215 -4.115
S -2.623 -0.072 0.109
H -3.693 3.517 -3.482
C 5.065 -1.870 -1.083
C -3.579 -0.905 -4.220
C 0.446 -2.989 -3.787
H -1.471 -0.833 -4.473
C -1.652 -4.117 0.986
C 2.877 0.305 1.125
H 1.339 -3.864 2.562
C 0.503 -4.293 2.033
H -1.810 3.628 -4.634
H -2.509 -3.522 0.698
H 3.590 0.497 1.925
O 1.557 0.644 -1.514
C -0.580 -5.148 -4.054
H -0.371 4.695 -0.858
C -0.572 -3.508 1.628
S -1.056 1.625 2.091
H -2.600 1.175 -2.054
*
```

Energy above the lowest of the compared OMol25 structures with the same formula, charge and spin, kcal per mole: 162.0
Orbital gap (alpha / beta), eV: 6.82 / 5.10
⟨S²⟩: 3.829
E_HOMO (alpha / beta), eV: -11.64 / -11.64
E_tot, Ha: -3931.68601



Entry 2:
The following is a DFT calculation (wB97M-V/def2-TZVPD) of the molecule C19H24N2O3S.

The geometry in ORCA input format:
```
! RIJCOSX wB97M-V def2-TZVPD def2/J DEFGRID3
* xyz 0 1
H 1.932 2.373 -0.331
O -0.974 2.849 -1.097
O -2.987 -1.785 -1.320
H 1.704 1.167 -3.130
C 1.838 0.147 1.654
H -4.026 2.728 3.957
H -1.039 -3.065 0.749
H 0.856 -0.005 2.114
H -2.732 0.538 -1.291
C -1.145 -2.998 -0.336
C -1.950 -1.751 -0.697
H -1.584 2.745 3.608
N -1.369 -0.607 -0.277
C -1.935 0.700 -0.554
N 0.091 1.003 -1.847
C -2.528 1.297 0.700
H 3.237 2.215 -1.515
H 1.005 2.703 -2.552
H 2.754 -0.358 -1.402
H -5.507 1.795 2.218
H -0.630 1.842 1.528
H 2.293 -2.414 -3.516
C 2.859 -0.758 2.338
C 0.493 -2.575 -2.260
C 2.665 0.360 -0.581
H 3.663 -3.267 -1.447
C -3.607 2.325 3.046
H -4.548 0.878 0.143
C -2.236 2.334 2.851
S 1.628 -3.419 -0.127
H -1.709 -3.869 -0.682
C -0.891 1.643 -1.176
H -0.496 -0.639 0.232
H -0.254 -2.259 -2.967
O 1.661 -0.152 0.281
C -3.900 1.290 0.903
C -1.699 1.820 1.684
H 3.855 -0.608 1.928
H 2.581 -1.800 2.198
H 0.147 -0.002 -1.774
C 1.290 1.689 -2.264
C -4.437 1.802 2.071
C 2.605 -3.104 -1.504
C 2.326 1.749 -1.135
C 1.872 -2.664 -2.558
H 2.885 -0.536 3.400
H 2.119 1.201 1.782
C 0.197 -2.954 -0.985
H 3.626 0.397 -0.057
*
```

Energy above the lowest of the compared OMol25 structures with the same formula, charge and spin, kcal per mole: 3.7
SMILES: CCOCCCNC(=O)[C@@H](NC(=O)Cc1cccs1)c1ccccc1
Orbital gap, eV: 9.47
E_HOMO, eV: -8.94
E_tot, Ha: -1471.85829



Entry 3:
The following is a DFT calculation (wB97M-V/def2-TZVPD) of a structure of composition C6H9N.

The geometry in ORCA input format:
```
! RIJCOSX wB97M-V def2-TZVPD def2/J DEFGRID3
* xyz 0 1
C -0.530 0.119 -1.635
C -0.021 0.463 0.338
H -0.019 -2.350 -0.858
C -0.314 1.327 1.519
H -1.202 0.925 -1.955
H 0.576 1.908 1.789
H -1.122 2.029 1.285
H -0.410 -2.079 0.871
H 1.893 -0.697 0.832
C -0.111 -1.593 -0.068
C 1.014 -0.609 0.183
N -1.054 -0.467 -0.349
C 0.646 0.810 -0.963
H -0.389 -0.582 -2.469
H -0.620 0.727 2.383
H 1.663 0.069 -0.903
*
```

Energy above the lowest of the compared OMol25 structures with the same formula, charge and spin, kcal per mole: 130.1
Orbital gap, eV: 9.49
E_HOMO, eV: -8.46
E_tot, Ha: -288.57469



Entry 4:
The following is a DFT calculation (wB97M-V/def2-TZVPD) of a structure of composition C21H32As2BrN4O7P2S3Yb.

The geometry in ORCA input format:
```
! RIJCOSX wB97M-V def2-TZVPD def2/J DEFGRID3
* xyz 0 2
O -9.747 -2.266 -9.932
C -7.577 -3.852 -8.748
H -5.747 -6.090 -13.003
H -3.910 -6.675 -16.389
C -7.906 -2.322 -17.191
S -8.731 -4.213 -14.417
H -10.375 -8.622 -15.105
C -11.507 -6.840 -14.812
C -13.629 -2.559 -10.360
C -12.777 -4.730 -14.660
C -7.632 -5.153 -9.292
O -8.220 -3.554 -7.582
C -11.586 -5.351 -16.682
C -11.960 -5.621 -15.400
H -12.149 -1.524 -8.307
C -11.825 -7.248 -13.530
H -6.366 -9.213 -16.132
O -13.118 -5.533 -10.559
P -11.056 -1.902 -10.663
N -13.601 -4.078 -14.134
H -6.726 -1.822 -8.930
H -14.419 -3.227 -10.003
C -10.475 -7.539 -16.961
P -11.889 -4.802 -9.795
H -11.937 -4.431 -17.145
H -6.416 -0.518 -14.832
H -8.403 -3.184 -17.645
O -11.701 -0.519 -10.165
H -11.219 0.233 -10.534
H -4.328 -6.844 -13.846
O -11.925 -5.009 -8.300
C -5.121 -6.155 -13.978
H -12.846 -6.220 -11.209
Yb -9.302 -3.705 -11.742
H -4.668 -5.181 -14.206
H -4.779 -5.573 -17.530
H -11.656 -3.133 -7.837
H -7.948 -6.023 -8.716
C -7.307 -5.278 -10.641
O -10.649 -5.086 -10.654
Br -7.987 -6.785 -11.509
C -6.817 -2.849 -9.401
S -10.208 -5.681 -18.976
H -13.736 -2.502 -11.469
C -4.834 -6.553 -16.921
H -13.222 -2.746 -8.031
H -10.172 -1.488 -14.471
C -10.845 -6.223 -17.466
H -5.850 -2.059 -14.007
C -9.278 -0.960 -14.806
N -11.923 -7.460 -12.377
H -4.842 -8.859 -15.307
C -6.199 -1.594 -14.944
S -9.854 -8.807 -17.874
C -10.702 -7.705 -15.571
H -6.417 -9.031 -14.283
H -8.961 -0.561 -13.790
H -6.817 -2.301 -17.501
As -6.241 -6.759 -15.467
H -5.531 -1.887 -15.790
C -5.932 -8.760 -15.276
H -5.706 -2.533 -11.188
As -7.978 -2.372 -15.269
N -6.618 -4.345 -11.296
H -9.053 -3.059 -7.887
H -9.449 -0.174 -15.553
C -6.350 -3.193 -10.666
N -12.269 -2.519 -8.446
H -5.141 -7.366 -17.645
O -10.869 -2.054 -12.127
H -13.983 -1.604 -9.920
H -8.340 -1.340 -17.450
C -12.270 -2.916 -9.877
*
```

Energy above the lowest of the compared OMol25 structures with the same formula, charge and spin, kcal per mole: 29.6
Orbital gap (alpha / beta), eV: 5.68 / 5.74
⟨S²⟩: 0.807
E_HOMO (alpha / beta), eV: -6.47 / -6.62
E_tot, Ha: -11646.81379



Entry 5:
The following is a DFT calculation (wB97M-V/def2-TZVPD) of the molecule C4H5NO.

The geometry in ORCA input format:
```
! RIJCOSX wB97M-V def2-TZVPD def2/J DEFGRID3
* xyz 0 1
C -1.117 0.344 -0.412
H -0.027 -1.329 1.547
C -1.074 0.302 -1.719
C 0.144 -0.263 1.373
N -1.081 0.334 0.816
H -0.667 1.131 -2.283
H 0.372 0.215 2.333
H 1.445 0.933 0.021
O 2.080 -0.983 0.123
C 1.327 -0.092 0.432
H -1.402 -0.593 -2.231
*
```

Energy above the lowest of the compared OMol25 structures with the same formula, charge and spin, kcal per mole: 47.9
SMILES: C=C=NCC=O
Orbital gap, eV: 10.28
E_HOMO, eV: -9.33
E_tot, Ha: -285.33822



Entry 6:
The following is a DFT calculation (wB97M-V/def2-TZVPD) of a structure of composition C16H15BrN3ORuSe2Te3.

The geometry in ORCA input format:
```
! RIJCOSX wB97M-V def2-TZVPD def2/J DEFGRID3
* xyz 0 6
C 8.161 11.320 12.583
H 7.502 10.354 14.369
C 8.836 11.186 11.311
H 9.872 4.810 6.391
H 11.660 9.226 5.321
C 11.371 8.188 5.548
H 4.233 14.744 8.641
Ru 9.232 9.730 6.966
C 4.332 14.084 9.535
Se 5.637 8.493 6.706
Te 9.493 11.744 5.169
H 7.758 12.301 12.830
H 9.047 12.020 10.652
H 7.912 8.049 13.491
O 5.138 13.979 13.105
C 4.551 14.607 10.798
H 8.017 6.180 7.601
H 4.601 14.726 13.469
C 4.967 12.351 11.462
C 8.138 8.934 12.863
H 8.732 7.746 11.155
H 12.204 4.959 5.702
H 13.111 7.123 4.773
C 10.345 5.774 6.176
C 11.610 5.845 5.710
H 4.696 15.654 10.946
C 9.614 6.974 6.496
Te 7.103 9.828 5.359
C 12.103 7.107 5.272
N 4.389 12.789 9.196
C 4.885 13.669 11.822
C 7.788 10.207 13.313
N 10.144 8.190 6.179
Br 5.116 10.188 9.783
Te 10.510 9.591 9.138
C 9.166 9.855 10.841
H 5.302 11.589 12.195
C 4.783 12.006 10.140
N 8.428 6.957 7.098
Se 9.431 12.017 7.604
H 7.821 7.845 7.059
C 8.679 8.744 11.546
*
```

Energy above the lowest of the compared OMol25 structures with the same formula, charge and spin, kcal per mole: 0.0
Orbital gap (alpha / beta), eV: 6.40 / 5.09
⟨S²⟩: 8.790
E_HOMO (alpha / beta), eV: -6.61 / -7.19
E_tot, Ha: -9133.93965